Formula: C14H16F2N7O2OsPS
Source: the OMol25 dataset
Level of theory: the ωB97M-V functional and the def2-TZVPD basis

Output
Energy relative to the best compared isomer or geometry (same formula, charge and spin) ... 56.9 kJ/mol
Total charge ... +2
LUMO level (alpha / beta) ... -7.736 / -7.737 eV

Each line ends with the natural charge from an NBO analysis.
CARTESIAN COORDINATES (ANGSTROEM)
Os -0.289 0.077 -0.045  1.189
C 2.065 4.378 2.525  -0.413
N 1.303 3.620 1.527  -0.283
C 0.607 4.172 0.485  -0.031
C 0.077 3.141 -0.228  -0.052
N 0.445 1.972 0.388  -0.477
C 1.187 2.285 1.452  0.106
P 2.011 1.045 2.513  0.817
C 0.541 0.039 2.871  0.067
N -0.330 -0.387 1.958  -0.444
C -1.285 -1.122 2.604  -0.061
C -0.978 -1.138 3.933  -0.026
N 0.166 -0.408 4.087  -0.287
C 0.856 -0.177 5.358  -0.412
C 2.589 0.075 1.083  0.087
N 1.830 -0.265 0.037  -0.485
C 2.665 -0.833 -0.892  -0.065
C 3.931 -0.838 -0.392  -0.031
N 3.870 -0.263 0.845  -0.291
C 5.017 -0.036 1.728  -0.413
H 1.775 5.422 2.454  0.249
H 3.132 4.288 2.330  0.234
H 1.835 4.015 3.523  0.232
H 0.548 5.237 0.337  0.260
H -0.541 3.164 -1.109  0.250
H -2.110 -1.577 2.083  0.261
H -1.475 -1.604 4.766  0.258
H 0.248 -0.594 6.155  0.249
H 0.978 0.890 5.531  0.229
H 1.826 -0.670 5.357  0.231
H 2.312 -1.212 -1.834  0.257
H 4.854 -1.202 -0.811  0.259
H 5.865 -0.586 1.332  0.249
H 4.797 -0.402 2.728  0.231
H 5.264 1.023 1.763  0.230
F 0.210 -2.137 -1.876  -0.352
C -0.083 -1.950 -0.558  0.409
F -1.343 -2.425 -0.359  -0.318
H 0.617 -2.531 0.042  0.152
O -2.152 0.332 -0.144  -0.696
S -2.566 0.767 -1.652  0.856
N -0.883 0.595 -2.108  -0.852
O -0.021 -0.150 -4.198  -0.334
C -0.472 0.194 -3.209  0.960